Entry 1:
Formula: H28O14
Source: the Open Molecules 2025 dataset
Level of theory: ωB97M-V/def2-TZVPD

Atoms and positions in Å:
O: -0.582 2.873 1.182
H: 2.509 2.858 0.928
H: -0.257 0.430 -2.456
H: 1.351 3.673 -0.458
O: -0.197 -3.564 -0.423
H: -1.520 -3.165 -3.417
H: 1.839 -0.234 2.570
H: 2.536 1.070 2.893
H: 1.498 -2.600 -0.940
O: 1.140 3.367 -1.340
H: -2.919 1.101 -2.144
O: 1.979 3.559 1.306
O: 2.293 -2.758 -1.450
H: -0.900 -2.167 -2.461
H: -0.658 -3.011 0.208
H: 2.115 0.432 -1.248
O: -1.122 -2.295 -3.384
H: 2.017 -3.355 -2.145
H: -0.729 -4.358 -0.479
O: 2.187 0.559 2.163
O: 0.743 -1.630 3.109
H: 0.236 -0.624 -0.182
H: 0.090 0.864 0.055
H: 0.498 -1.627 4.034
H: -1.540 0.190 3.548
H: -2.514 -2.537 1.695
H: 0.209 3.150 -1.303
O: 0.202 0.215 -0.640
O: -1.812 -1.954 1.407
H: 1.131 3.151 1.482
O: -0.217 0.290 -3.402
O: -2.501 1.558 -1.414
H: 1.977 1.075 -2.611
H: -0.087 -1.543 2.640
H: -0.784 -0.465 -3.557
O: -1.594 0.867 2.874
H: -0.845 2.209 1.819
H: -2.265 -1.195 1.040
H: -2.818 1.103 -0.633
H: -1.366 3.407 1.055
O: 2.617 0.667 -2.028
H: -1.939 0.413 2.105

Values from the calculation:
Net charge: 0
HOMO: -9.11 eV
Energy above the lowest of the compared OMol25 structures with the same formula, charge and spin: 54.4 kcal per mole

---

Entry 2:
Formula: H28O14
Source: the Open Molecules 2025 dataset
Level of theory: ωB97M-V/def2-TZVPD

Atoms and positions in Å:
H: -2.126 -1.366 2.146
H: 2.078 1.387 -2.956
H: 0.533 -2.386 0.711
O: 0.440 -2.889 -0.192
H: -0.277 0.674 0.889
O: -3.603 1.289 -0.943
H: 3.041 1.926 -1.807
H: 1.434 2.393 4.247
O: 1.476 1.776 3.414
H: -3.308 2.378 0.997
H: 2.887 -1.522 -1.728
H: -1.961 -1.464 0.681
O: -2.687 -1.319 1.382
H: 0.509 -1.487 3.618
H: -4.974 0.765 2.851
H: 1.378 -1.605 1.884
H: 3.854 -0.947 -3.241
H: 4.418 -1.709 -1.431
O: -3.724 3.069 0.616
H: 0.474 -0.018 -0.350
H: 0.678 2.055 2.967
O: 3.165 -0.277 -3.440
O: 2.223 1.330 -2.002
H: -0.989 2.350 -1.707
O: 2.554 -2.921 -3.701
O: 1.990 -0.890 1.992
H: -2.029 3.278 -2.164
H: 0.727 -0.012 3.686
O: 3.592 -2.106 -1.700
H: 1.917 -2.404 -3.096
H: -4.578 -0.344 1.800
H: -3.139 3.495 0.012
H: 1.210 -3.435 -0.150
H: 2.810 -1.269 2.350
H: -3.778 1.719 -1.715
O: -1.891 2.360 -1.779
O: -4.324 0.501 2.089
H: 3.385 -2.625 -3.312
O: -0.086 0.712 -0.094
H: 3.732 0.385 -3.732
O: 0.440 -0.777 4.241
H: -4.423 0.917 -0.522

Values from the calculation:
Net charge: 0
HOMO: -8.81 eV
Energy above the lowest of the compared OMol25 structures with the same formula, charge and spin: 159.7 kcal per mole

---

Entry 3:
Formula: H28O14
Source: the Open Molecules 2025 dataset
Level of theory: ωB97M-V/def2-TZVPD

Atoms and positions in Å:
H: 0.449 -3.499 -0.557
O: 1.346 -0.378 -2.478
O: 0.096 2.001 -1.119
H: 3.511 1.105 0.766
H: 1.912 -3.424 -2.348
H: -2.435 -1.255 -0.787
H: 0.182 2.305 1.756
H: -2.341 0.085 -1.517
O: -1.218 4.108 -0.255
H: -2.291 -0.681 2.497
H: -0.288 -0.001 2.876
H: 1.996 -1.983 -2.041
O: 1.049 2.754 1.795
O: 0.223 0.299 3.641
H: 0.883 2.526 -1.226
O: -0.895 -1.884 -3.332
H: 0.763 -0.487 -3.199
O: -1.581 -1.085 1.989
H: 0.732 -3.075 1.844
H: 0.079 0.640 0.168
O: 0.596 -0.199 0.366
H: -0.830 3.276 -0.542
H: 0.273 -0.799 -0.300
H: 0.823 0.134 -1.865
H: 2.147 0.651 0.312
H: -1.751 2.620 2.573
H: 0.882 -1.681 1.420
O: 2.474 -2.797 -1.951
H: -2.360 1.966 1.306
O: -0.185 -2.763 -0.581
H: -0.471 2.220 -1.820
O: -2.184 -0.352 -0.652
H: 1.151 2.965 0.851
O: -1.607 1.948 1.929
H: -1.722 -0.862 1.067
H: -0.767 4.821 -0.759
H: -1.364 -2.440 -3.915
O: 1.305 -2.338 1.969
H: -0.764 -2.211 -2.443
H: -0.172 -0.192 4.397
O: 3.015 0.957 -0.039
H: -0.662 -3.005 0.222

Values from the calculation:
Net charge: 0
HOMO: -9.98 eV
Energy above the lowest of the compared OMol25 structures with the same formula, charge and spin: 57.9 kcal per mole

---

Entry 4:
Formula: H28O14
Source: the Open Molecules 2025 dataset
Level of theory: ωB97M-V/def2-TZVPD

Atoms and positions in Å:
O: -4.612 1.738 1.259
O: 3.385 2.097 -1.762
H: -3.717 -2.010 -2.267
H: 2.658 2.495 -1.271
H: 2.151 -2.984 0.041
H: 3.599 -1.736 -2.740
H: -1.206 -1.986 -2.313
H: 3.560 -2.894 0.603
H: -2.032 1.544 -2.513
H: 2.189 0.844 2.189
H: -1.325 3.428 2.889
H: 3.428 1.199 0.607
H: -5.180 -1.598 -2.280
H: 4.098 2.034 -1.116
H: -0.750 0.826 -2.124
H: -0.144 2.670 2.305
O: -0.251 -2.445 0.905
O: -1.317 -1.435 3.673
O: -1.330 1.546 -1.852
H: -2.295 -2.842 -1.687
H: -4.903 1.254 0.478
O: 3.666 -1.328 -1.869
O: 0.078 4.013 -2.000
H: -1.352 -1.031 4.548
H: -0.593 3.708 -1.379
H: 3.869 -2.063 -1.280
H: 2.439 0.138 0.155
H: 0.352 -0.537 -0.571
H: -0.798 -0.157 0.347
H: 0.766 3.341 -1.950
H: -3.664 1.847 1.129
H: -2.048 -1.026 3.197
O: 2.097 -0.110 2.083
O: -2.043 -1.924 -1.839
H: -1.190 -2.442 1.121
H: 1.144 -0.252 2.058
O: -0.361 3.410 2.883
H: 0.175 -2.113 1.703
O: -4.601 -2.352 -2.442
O: 3.358 0.256 0.419
O: -0.014 0.207 -0.079
O: 2.713 -3.332 0.742

Values from the calculation:
Net charge: 0
HOMO: -9.51 eV
Energy above the lowest of the compared OMol25 structures with the same formula, charge and spin: 102.3 kcal per mole